1:
# C2H8N3S2

A 2-piece molecular cluster, C2H8N3S2 overall (ωB97M-V/def2-TZVPD, the OMol25 dataset).

As for the charge: +1. Its multiplicity is 1. The HOMO energy (alpha / beta) comes out at -0.4883 / -0.4883 Eh.

Each line ends with the Mulliken charge.
Geometry (Å):
C1 1.020 -1.821 -0.085  -0.52
C2 1.623 0.882 0.075  0.46
N1 -0.145 -0.141 -1.006  -0.63
N2 1.695 2.159 -0.065  -0.32
N3 -0.145 -1.148 -0.206  0.35
S1 2.311 -0.382 0.746  -0.09
S2 -2.942 0.207 0.683  -0.42
H1 1.019 -2.664 0.593  0.42
H2 1.546 -1.970 -1.022  0.31
H3 -0.971 0.448 -0.887  0.28
H4 2.426 2.720 0.365  0.25
H5 1.037 2.638 -0.669  0.25
H6 -3.994 0.945 0.980  0.20
H7 -0.839 -1.223 0.549  0.24
H8 -3.642 -0.651 -0.050  0.22

***

2:
# C2H8N3S2

An isolated ion of composition C2H8N3S2 and charge +1 (ωB97M-V/def2-TZVPD, the OMol25 dataset).

As for the charge: +1. Its multiplicity is 1. The HOMO energy (alpha / beta) comes out at -0.4996 / -0.4996 Eh.

Each line ends with the Mulliken charge.
Geometry (Å):
C1 -1.015 1.591 0.600  -0.41
C2 0.973 -1.410 -0.369  0.53
N1 0.210 1.653 -0.146  -0.14
N2 1.474 -2.428 0.348  -0.35
N3 -1.617 0.232 0.426  -0.67
S1 1.693 -0.795 -1.679  -0.28
S2 0.388 1.372 -1.628  0.14
H1 -0.871 1.582 1.684  0.30
H2 -1.804 2.294 0.468  0.39
H3 -0.012 -1.081 0.181  0.20
H4 2.423 -2.698 0.085  0.24
H5 0.947 -2.524 1.232  0.29
H6 -2.250 0.348 -0.429  0.26
H7 -2.193 0.048 1.190  0.23
H8 1.653 1.815 -1.965  0.27

***

The relative energies come out as 1 0.0; 2 7.6, with values in kJ/mol.

***

1:
# C4H4ClFN2

One molecule with the formula C4H4ClFN2 (ωB97M-V/def2-TZVPD, the OMol25 dataset).

The SMILES is Cn1cc(F)c(Cl)n1. Its multiplicity is 1. The HOMO energy comes out at -0.3385 Eh.

Each line ends with the Mulliken charge.
Geometry (Å):
C1 -2.945 -0.596 0.196  -0.58
N1 -1.550 -0.063 -0.221  0.50
C2 -0.994 1.244 -0.176  -0.30
C3 0.285 0.919 0.088  0.18
F1 1.226 1.862 0.055  -0.27
C4 0.484 -0.402 -0.124  0.41
Cl1 2.037 -0.933 0.054  -0.17
N2 -0.636 -1.077 -0.123  -0.76
H1 -3.490 -1.019 -0.768  0.22
H2 -2.865 -1.424 0.934  0.27
H3 -3.343 0.408 0.753  0.24
H4 -1.648 2.132 0.176  0.27

***

2:
# C4H4ClFN2

One molecule with the formula C4H4ClFN2 (ωB97M-V/def2-TZVPD, the OMol25 dataset).

The SMILES is Cn1cc(F)c(Cl)n1. Its multiplicity is 1. The HOMO energy comes out at -0.3364 Eh.

Each line ends with the Mulliken charge.
Geometry (Å):
C1 -2.936 -0.599 0.305  -0.63
N1 -1.590 -0.153 -0.142  0.59
C2 -1.158 1.088 -0.215  -0.18
C3 0.184 0.933 -0.143  0.11
F1 1.127 1.968 0.168  -0.30
C4 0.530 -0.433 -0.146  0.39
Cl1 2.189 -0.854 0.086  -0.15
N2 -0.605 -1.098 -0.278  -0.87
H1 -3.408 -1.283 -0.393  0.27
H2 -2.608 -1.277 1.242  0.26
H3 -3.698 0.298 0.374  0.22
H4 -2.002 1.886 -0.061  0.26

***

The relative energies come out as 1 25.0; 2 0.0, with values in kJ/mol.

***

1:
# C26H30N8O9P2S3Zr

C26H30N8O9P2S3Zr as an isolated structure (ωB97M-V/def2-TZVPD, the OMol25 dataset).

As for the charge: +2. Its multiplicity is 1. The HOMO energy comes out at -0.4629 Eh.

Each line ends with the Mulliken charge.
Geometry (Å):
Zr1 -0.730 1.141 -1.427  0.90
S1 0.162 -1.215 -1.945  -0.14
C1 1.581 -1.886 -1.223  0.14
N1 1.704 -2.222 0.021  -0.28
C2 2.868 -2.942 0.229  -0.36
C3 3.232 -3.561 1.426  -0.35
C4 4.412 -4.279 1.484  -0.63
C5 5.239 -4.384 0.364  -0.59
C6 4.873 -3.819 -0.843  -0.58
C7 3.685 -3.100 -0.904  0.74
S2 2.914 -2.357 -2.269  -0.17
H1 2.548 -3.545 2.265  0.64
H2 4.687 -4.785 2.399  0.43
H3 6.156 -4.954 0.427  0.41
H4 5.483 -3.950 -1.727  0.42
O1 -6.761 -3.400 0.441  -0.55
N2 -5.815 -3.426 -0.313  0.95
O2 -5.575 -4.287 -1.135  -0.56
C8 -4.839 -2.319 -0.185  0.02
C9 -4.735 -1.755 1.035  -0.77
C10 -3.763 -0.749 1.289  0.97
C11 -3.588 -0.170 2.556  -0.72
C12 -2.572 0.732 2.736  -1.37
C13 -1.719 1.022 1.671  -0.26
N3 -1.887 0.526 0.451  0.67
C14 -2.928 -0.323 0.244  -0.07
C15 -3.147 -0.818 -1.087  -0.29
N4 -2.419 -0.253 -2.085  0.62
C16 -2.522 -0.776 -3.304  -0.16
C17 -3.369 -1.839 -3.601  -1.39
C18 -4.162 -2.374 -2.620  -0.90
C19 -4.061 -1.868 -1.307  0.61
H5 -5.379 -2.096 1.834  0.58
H6 -4.251 -0.440 3.369  0.49
H7 -2.421 1.217 3.690  0.55
H8 -0.874 1.678 1.800  0.84
H9 -1.890 -0.352 -4.069  0.48
H10 -3.399 -2.231 -4.607  0.49
H11 -4.837 -3.182 -2.848  0.59
O3 -1.895 4.879 -0.892  -0.54
P1 -1.536 3.995 -2.133  0.66
O4 -1.888 4.532 -3.432  -0.70
O5 -2.026 2.540 -1.821  -0.03
O6 0.141 3.879 -2.050  -0.25
P2 0.819 3.154 -0.797  0.60
O7 2.047 4.020 -0.373  -0.56
O8 -0.238 2.991 0.251  -0.51
O9 1.198 1.741 -1.261  -0.30
H12 -1.590 4.492 -0.054  0.41
H13 2.408 4.616 -1.050  0.35
C20 2.259 -0.601 3.952  -0.82
C21 1.196 -0.355 2.854  -0.29
N5 1.460 0.916 2.179  0.06
C22 2.695 0.801 1.403  0.08
C23 3.846 0.311 2.316  -1.02
N6 3.357 0.389 3.732  0.02
C24 2.851 1.763 4.037  -0.87
C25 1.599 1.994 3.155  -0.62
H14 2.679 -1.602 3.891  0.37
H15 1.867 -0.454 4.958  0.33
H16 0.202 -0.334 3.303  0.50
H17 1.217 -1.137 2.094  0.25
H18 2.923 1.775 0.970  0.54
H19 2.529 0.098 0.593  -0.14
H20 4.739 0.927 2.224  0.38
H21 4.107 -0.724 2.098  0.27
H22 4.131 0.169 4.357  0.32
H23 3.645 2.479 3.829  0.33
H24 2.614 1.814 5.098  0.35
H25 1.683 2.936 2.614  0.39
H26 0.699 2.032 3.769  0.51
N7 -0.753 2.840 -6.063  -0.39
C26 -1.202 2.202 -4.996  0.73
N8 -2.523 2.030 -4.858  -0.25
S3 -0.060 1.443 -3.964  -0.43
H27 -1.370 3.338 -6.686  0.21
H28 0.239 2.957 -6.184  0.24
H29 -3.119 2.673 -5.362  0.30
H30 -2.851 1.820 -3.932  0.16

***

2:
# C26H30N8O9P2S3Zr

C26H30N8O9P2S3Zr as an isolated structure (ωB97M-V/def2-TZVPD, the OMol25 dataset).

As for the charge: +2. Its multiplicity is 1. The HOMO energy comes out at -0.4823 Eh.

Each line ends with the Mulliken charge.
Geometry (Å):
Zr1 -0.213 -0.939 -0.378  1.07
S1 1.633 0.221 -1.723  -0.26
C1 1.516 1.957 -1.515  0.33
N1 2.288 2.634 -0.731  -0.49
C2 2.109 3.996 -0.925  -0.15
C3 2.816 4.994 -0.249  -0.35
C4 2.530 6.318 -0.529  -0.74
C5 1.548 6.659 -1.469  -0.57
C6 0.845 5.683 -2.152  -0.64
C7 1.140 4.347 -1.879  0.83
S2 0.473 2.898 -2.561  -0.19
H1 3.595 4.713 0.449  0.60
H2 3.092 7.105 -0.042  0.44
H3 1.356 7.702 -1.684  0.43
H4 0.107 5.951 -2.897  0.46
O1 6.173 -5.034 1.762  -0.54
N2 5.813 -4.366 0.821  0.95
O2 6.349 -4.316 -0.267  -0.57
C8 4.533 -3.635 0.973  0.11
C9 4.260 -3.157 2.197  -0.98
C10 3.106 -2.344 2.405  0.91
C11 2.829 -1.748 3.647  -0.60
C12 1.745 -0.920 3.767  -1.33
C13 0.943 -0.688 2.649  -0.04
N3 1.177 -1.255 1.469  0.35
C14 2.244 -2.085 1.337  -0.20
C15 2.477 -2.712 0.065  -0.05
N4 1.538 -2.537 -0.901  0.75
C16 1.762 -3.055 -2.099  -0.12
C17 2.901 -3.803 -2.396  -1.28
C18 3.844 -4.011 -1.429  -0.77
C19 3.652 -3.448 -0.149  0.62
H5 4.936 -3.361 3.017  0.56
H6 3.481 -1.945 4.489  0.49
H7 1.496 -0.447 4.706  0.56
H8 0.093 -0.023 2.696  0.62
H9 1.016 -2.862 -2.855  0.36
H10 3.021 -4.209 -3.390  0.48
H11 4.731 -4.586 -1.641  0.59
O3 -3.373 -2.603 1.687  -0.51
P1 -2.976 -2.502 0.171  0.47
O4 -3.713 -3.377 -0.721  -0.70
O5 -1.414 -2.565 0.111  -0.15
O6 -3.305 -0.915 -0.216  -0.26
P2 -2.522 0.319 0.403  0.37
O7 -3.580 1.420 0.706  -0.49
O8 -1.713 -0.200 1.561  -0.38
O9 -1.465 0.768 -0.628  -0.16
H12 -2.842 -2.020 2.252  0.38
H13 -4.428 1.359 0.239  0.35
C20 1.315 4.624 3.201  -0.74
C21 1.274 3.164 2.696  -0.54
N5 -0.092 2.784 2.336  -0.06
C22 -0.541 3.560 1.180  1.30
C23 -0.345 5.071 1.434  -0.57
N6 -0.029 5.228 2.897  -0.04
C24 -1.090 4.565 3.729  -0.72
C25 -0.988 3.043 3.461  -0.55
H14 2.068 5.221 2.691  0.38
H15 1.457 4.700 4.277  0.35
H16 1.642 2.493 3.473  0.49
H17 1.910 3.035 1.821  0.34
H18 -1.593 3.335 1.002  0.53
H19 0.007 3.259 0.297  -1.24
H20 -1.240 5.657 1.229  0.32
H21 0.492 5.490 0.879  -0.14
H22 0.000 6.221 3.119  0.34
H23 -2.046 4.984 3.423  0.34
H24 -0.908 4.827 4.770  0.34
H25 -1.973 2.636 3.237  0.32
H26 -0.608 2.525 4.342  0.47
N7 -2.692 -3.199 -4.058  -0.39
C26 -1.831 -3.037 -3.065  0.70
N8 -1.464 -4.103 -2.358  -0.26
S3 -1.153 -1.460 -2.861  -0.40
H27 -3.139 -4.084 -4.237  0.21
H28 -2.976 -2.404 -4.604  0.24
H29 -2.047 -4.927 -2.399  0.28
H30 -1.049 -3.930 -1.457  0.15

***

The relative energies come out as 1 86.3; 2 0.0, with values in kJ/mol.